*1*
Formula: C3H11NOS2
Source: the OMol25 dataset
Level of theory: ωB97M-V/def2-TZVPD

Summary:
**SMILES**: NCCCSS.O
**HOMO**: -8.2 eV
**Gap between HOMO and LUMO**: 8.6223 eV

Cartesian coordinates (Å):
S 0.064 1.871 -0.925
S 1.473 2.807 -2.114
O -5.345 0.473 -1.686
N 1.412 -1.761 2.169
C 0.246 -0.684 0.219
C 0.986 -0.400 1.620
C 0.845 0.284 -0.909
H 2.330 -1.947 1.766
H 0.608 -0.260 -1.787
H 1.794 0.301 1.402
H -0.702 -0.148 0.455
H 0.323 0.113 2.307
H -4.399 0.229 -1.651
H 0.309 -1.756 -0.246
H 1.879 0.416 -0.870
H -5.717 0.185 -0.882
H 1.569 -1.490 3.221
H 2.322 1.766 -2.090

So, what does the Mulliken scheme give us? The charges, in e, come out as: -0.018, -0.185, -0.631, -0.665, -0.504, -0.490, -0.990, 0.238, 0.486, 0.279, 0.159, 0.406, 0.319, 0.350, 0.524, 0.311, 0.262, 0.149

*2*
Formula: C3H11NOS2
Source: the OMol25 dataset
Level of theory: ωB97M-V/def2-TZVPD

Summary:
**SMILES**: C[C@H](N)CSS.O
**HOMO**: -8.8 eV
**Gap between HOMO and LUMO**: 8.9422 eV

Cartesian coordinates (Å):
S -1.127 1.560 0.570
S -2.680 2.639 -0.498
O 0.021 0.151 3.225
N 0.023 -1.495 0.312
C 1.311 -1.041 -1.708
C -0.373 0.684 -0.827
C 0.707 -0.405 -0.363
H 0.447 1.010 3.261
H -0.891 -1.078 0.497
H -3.594 2.231 0.380
H -1.117 0.253 -1.443
H 0.437 -1.769 1.175
H 0.565 -0.310 2.645
H 1.493 0.142 0.183
H 1.801 -0.335 -2.361
H 0.587 -1.582 -2.247
H 2.020 -1.775 -1.374
H 0.370 1.120 -1.428

So, what does the Mulliken scheme give us? The charges, in e, come out as: 0.023, -0.250, -0.601, -0.596, -1.415, -1.062, 0.175, 0.310, 0.308, 0.153, 0.526, 0.252, 0.256, 0.286, 0.430, 0.360, 0.354, 0.490

Quick one: least stable of them? *1*

*1*
Formula: C3H11NOS2
Source: the OMol25 dataset
Level of theory: ωB97M-V/def2-TZVPD

Summary:
**SMILES**: C[C@H](N)CSS.O
**HOMO**: -9.2 eV
**Gap between HOMO and LUMO**: 9.7403 eV

Cartesian coordinates (Å):
S -2.362 2.529 -1.143
S -1.682 1.259 0.320
O -2.196 -2.088 -0.802
N 0.233 -1.253 0.065
C 0.197 1.202 0.022
C 2.231 0.038 0.840
C 0.697 -0.057 0.722
H 2.705 -0.949 0.916
H 2.535 0.660 1.681
H -1.607 -1.505 -0.287
H -3.067 -1.665 -0.817
H 0.625 2.137 0.368
H -2.714 1.538 -2.033
H 0.362 1.096 -1.056
H 2.665 0.420 -0.100
H 0.426 -1.232 -0.929
H 0.619 -2.092 0.470
H 0.333 -0.036 1.765

So, what does the Mulliken scheme give us? The charges, in e, come out as: -0.233, -0.096, -0.681, -0.549, -0.780, -1.416, 0.183, 0.399, 0.358, 0.459, 0.309, 0.455, 0.163, 0.420, 0.307, 0.255, 0.200, 0.248

*2*
Formula: C3H11NOS2
Source: the OMol25 dataset
Level of theory: ωB97M-V/def2-TZVPD

Summary:
**SMILES**: C[C@@H](N)CSS.O
**HOMO**: -8.7 eV
**Gap between HOMO and LUMO**: 9.3140 eV

Cartesian coordinates (Å):
S -1.839 2.717 1.950
S -2.205 0.835 1.326
O -0.326 -2.248 -3.881
N 0.129 0.568 -0.929
C -0.599 0.020 1.384
C 0.487 0.609 0.486
C 1.770 -0.225 0.737
H -2.428 2.614 3.142
H 0.650 1.653 0.736
H -0.974 -1.666 -4.306
H 0.891 0.953 -1.469
H -0.001 -0.392 -1.245
H 1.503 -1.255 0.518
H -0.767 -1.026 1.130
H 2.109 -0.164 1.768
H -0.159 0.025 2.380
H 2.570 0.056 0.051
H -0.810 -3.075 -3.778

So, what does the Mulliken scheme give us? The charges, in e, come out as: -0.209, -0.064, -0.649, -0.617, -0.881, 0.197, -1.367, 0.148, 0.448, 0.324, 0.257, 0.257, 0.330, 0.405, 0.363, 0.357, 0.379, 0.319

*3*
Formula: C3H11NOS2
Source: the OMol25 dataset
Level of theory: ωB97M-V/def2-TZVPD

Summary:
**SMILES**: CSSCCN.O
**HOMO**: -7.9 eV
**Gap between HOMO and LUMO**: 8.5525 eV

Cartesian coordinates (Å):
S 0.000 -1.689 -0.477
S 0.493 -0.616 -2.145
O -1.011 3.406 1.074
N -0.933 0.137 2.158
C 0.548 -2.046 -3.377
C 0.196 0.441 1.244
C 0.946 -0.810 0.826
H 0.856 1.150 1.751
H 1.049 -1.393 1.739
H 1.628 -2.132 -3.467
H -0.252 0.980 0.398
H -1.921 3.530 1.352
H 0.085 -2.862 -2.837
H 0.108 -1.749 -4.318
H 1.821 -0.395 0.313
H -1.536 0.950 2.158
H -0.629 3.715 1.900
H -1.446 -0.617 1.708

So, what does the Mulliken scheme give us? The charges, in e, come out as: -0.107, -0.056, -0.630, -0.671, -0.776, -0.133, -0.827, 0.251, 0.394, 0.262, 0.284, 0.307, 0.274, 0.297, 0.345, 0.238, 0.322, 0.228

Quick one: least stable of them? *3*

*1*
Formula: C40H57N4O6PPd
Source: the OMol25 dataset
Level of theory: ωB97M-V/def2-TZVPD

Summary:
**Net charge**: -2
**HOMO**: -1.0 eV
**Gap between HOMO and LUMO**: 5.1674 eV

Cartesian coordinates (Å):
Pd 0.104 0.026 -0.178
P 1.996 0.186 -1.063
O -1.932 4.127 1.299
O 3.428 -0.503 -0.518
O -3.960 -2.196 -0.741
O 2.225 -0.359 -2.619
O 2.623 1.688 -1.178
O -0.805 -0.967 2.040
N -1.756 -1.570 -1.049
N -2.243 0.735 0.344
N 1.268 -1.702 2.461
N -0.238 2.637 0.771
C 0.684 3.657 0.552
C -4.635 1.057 1.711
C -2.478 1.843 1.048
C 2.230 -2.374 3.298
C -0.697 -3.674 -1.608
C -0.527 -2.336 3.998
C -0.337 4.027 -1.745
C 2.657 4.896 1.202
C 2.422 1.764 2.489
C -1.472 2.988 1.031
C -2.973 -1.439 -0.571
C -0.383 -4.646 -2.549
C -1.706 -3.524 -4.191
C 1.696 3.932 1.490
C -2.359 -0.637 -4.925
C -1.355 -4.200 0.742
C -3.667 2.042 1.746
C -0.882 -4.582 -3.843
C 2.550 -1.596 4.581
C -1.351 5.162 -1.899
C -4.404 -0.079 0.954
C 0.108 -1.858 5.327
C -0.052 -1.604 2.756
C -2.033 -2.525 -3.281
C 1.843 3.149 2.780
C 0.996 -4.661 0.021
C 0.688 4.353 -0.677
C 3.427 -1.909 -0.442
C 2.644 5.604 0.010
C 3.881 1.963 -1.762
C 1.068 -0.491 -3.437
C -0.214 -3.754 -0.177
C -2.930 -1.383 -3.717
C 0.323 3.680 -3.080
C -4.352 -1.876 -3.989
C 0.573 3.026 3.630
C 1.313 -0.929 5.178
C 1.656 5.317 -0.921
C -1.527 -2.589 -1.968
C -3.193 -0.200 0.286
H -0.066 2.226 3.257
H -0.338 -3.401 3.840
H 4.044 1.362 -2.660
H 1.089 0.270 -4.223
H -5.121 -0.880 0.846
H -0.855 6.084 -2.222
H 2.988 -2.290 5.308
H 3.433 5.093 1.938
H 3.303 -0.831 4.374
H 1.025 -0.080 4.554
H -3.042 0.156 -5.245
H -2.206 -1.309 -5.775
H 0.263 -5.471 -2.271
H -1.665 -5.220 0.490
H -3.789 2.979 2.271
H 3.347 1.830 1.910
H 1.534 -1.195 1.616
H 0.868 4.534 -3.496
H 3.992 -2.217 0.444
H 0.739 -5.716 -0.125
H -2.106 -3.468 -5.200
H 1.644 5.850 -1.868
H -0.656 -1.323 5.894
H -4.748 -2.355 -3.093
H 3.398 6.356 -0.195
H 3.133 -2.533 2.708
H -1.032 -4.195 1.788
H 1.025 2.854 -2.954
H -2.223 -3.549 0.641
H 1.856 -3.371 3.555
H -0.435 3.384 -3.812
H 1.567 -0.512 6.157
H -1.850 5.345 -0.947
H 1.807 -4.415 -0.668
H 2.577 3.706 3.378
H -1.399 -0.178 -4.684
H 1.704 1.188 1.898
H 0.158 -0.374 -2.840
H -5.569 1.180 2.251
H 3.885 3.023 -2.022
H 0.058 -2.730 0.104
H 1.061 -1.484 -3.890
H 1.374 -4.558 1.043
H 2.408 -2.305 -0.372
H 4.686 1.766 -1.051
H -1.607 -2.208 4.015
H -2.976 -0.677 -2.888
H 0.388 -2.726 5.933
H -5.003 -1.039 -4.259
H -0.014 3.947 3.612
H 3.897 -2.348 -1.328
H -0.868 3.136 -1.409
H -4.368 -2.594 -4.816
H -2.105 4.905 -2.650
H 2.632 1.229 3.421
H -0.631 -5.348 -4.569
H 0.844 2.801 4.669

Here are the Mulliken charges for atoms 1 to 99, given in e: -0.425, 1.392, -0.886, -0.453, -0.889, -0.403, 0.136, -0.321, 1.914, 0.811, 1.633, 1.506, -0.927, -0.693, 0.127, -1.027, 0.896, -1.342, 1.579, -1.047, -0.398, -0.570, -1.029, -0.562, -0.544, 1.042, -1.364, -1.142, -0.827, -1.600, -0.780, -1.755, -0.906, -0.984, 0.222, 0.969, 0.312, -2.082, 0.830, -0.097, -1.436, -1.067, -0.537, 3.025, 1.149, -1.464, -1.718, -1.572, -0.262, -0.287, -1.188, 0.531, -0.060, 0.283, 0.319, 0.432, 0.500, 0.295, 0.425, 0.271, 0.370, -0.133, 0.449, 0.268, 0.307, 0.329, 0.476, 0.369, -0.828, 0.305, 0.309, 0.549, 0.315, 0.234, 0.422, 0.371, 0.328, 0.432, 0.243, 0.123, 0.218, 0.350, 0.450, 0.520, 0.407, 0.499, 0.687, 0.134, -0.480, -0.243, 0.357, 0.191, -1.390, 0.287, 0.088, -0.478, 0.201, 0.474, -0.126

*2*
Formula: C40H57N4O6PPd
Source: the OMol25 dataset
Level of theory: ωB97M-V/def2-TZVPD

Summary:
**Net charge**: -2
**HOMO**: -0.4 eV
**Gap between HOMO and LUMO**: 4.4692 eV

Cartesian coordinates (Å):
Pd 0.085 -0.184 0.040
P -0.025 -0.537 -2.191
O 1.321 -0.322 -3.144
O -1.120 1.638 1.388
O -1.023 0.265 -3.259
O 3.640 0.596 2.890
O -0.501 -2.009 -2.659
O -2.103 -3.390 2.626
N -1.676 3.346 0.040
N 2.560 0.323 0.887
N 0.603 -1.133 2.152
N -1.614 -2.044 0.826
C 1.988 3.412 1.281
C 2.590 -0.452 -2.543
C 5.490 2.178 -1.417
C 4.775 0.277 -0.114
C 2.703 0.160 2.183
C 3.291 2.182 -0.434
C 5.229 -2.160 -0.626
C -1.432 -2.508 2.041
C 6.263 -1.027 1.387
C 3.545 0.920 0.151
C 1.687 -0.724 4.244
C -0.296 -2.004 4.190
C 1.953 2.808 -0.127
C -0.995 -4.642 -0.210
C 5.723 0.923 -0.884
C 1.524 3.865 -1.143
C -4.306 3.870 0.838
C -2.272 3.469 2.413
C 4.267 2.793 -1.195
C -0.956 1.655 -3.378
C 0.719 -1.429 4.929
C -0.092 -5.032 -1.382
C -3.182 0.375 -0.720
C -3.665 4.833 -0.159
C -4.048 -0.581 0.102
C -0.610 -2.324 -4.030
C -3.732 3.947 2.253
C -3.118 -4.425 -1.532
C -3.822 -0.352 1.597
C 1.592 -0.596 2.860
C -2.233 -3.878 -0.623
C -1.415 -5.876 0.593
C -2.131 4.692 -0.171
C -3.713 -1.972 -0.386
C 5.052 -1.095 0.459
C -2.510 -2.622 -0.030
C -0.322 -1.831 2.805
C -4.296 -3.782 -1.874
C -1.650 2.711 1.241
C -4.573 -2.557 -1.296
H 3.166 0.454 -2.740
H 7.153 -0.701 0.850
H 2.478 -0.581 -1.463
H 6.051 -0.310 2.176
H -5.378 4.085 0.882
H 4.186 -1.384 1.059
H 0.222 -4.132 -1.902
H -3.920 5.868 0.089
H -0.602 -5.696 -2.081
H 0.511 4.201 -0.925
H -0.394 2.100 -2.552
H -3.426 1.419 -0.521
H 0.178 -1.822 -4.599
H -0.407 -3.990 0.443
H 3.113 -1.313 -2.973
H -4.136 -1.219 2.176
H -2.060 -6.522 -0.006
H -1.977 2.053 -3.380
H 1.552 3.466 -2.155
H 6.265 2.688 -1.982
H -4.066 4.626 -1.155
H 2.723 4.218 1.338
H -0.543 -6.453 0.910
H -5.113 -0.390 -0.121
H -4.992 -4.227 -2.578
H -2.129 0.172 -0.459
H -0.460 1.929 -4.317
H 1.213 1.970 -0.125
H -1.326 2.786 -0.730
H 5.973 -1.863 -1.364
H -1.741 5.057 -1.126
H 6.471 -1.997 1.839
H 2.533 -0.263 4.733
H 1.010 3.808 1.559
H -5.490 -2.036 -1.556
H -3.323 0.183 -1.783
H -2.197 2.790 3.264
H 2.262 2.640 1.992
H -4.193 2.849 0.473
H -2.761 -0.193 1.776
H 2.178 4.738 -1.103
H -2.896 -5.384 -1.985
H -4.367 3.324 2.886
H 5.540 -3.106 -0.181
H 4.100 3.775 -1.620
H -1.959 -5.542 1.474
H -1.616 4.320 2.617
H -1.075 -2.596 4.645
H 0.796 -5.546 -1.008
H -1.581 -2.010 -4.418
H -3.825 4.973 2.624
H -0.517 -3.407 -4.135
H -1.715 5.326 0.621
H -4.381 0.527 1.938
H 0.764 -1.535 6.010
H 4.283 -2.323 -1.135
H 6.675 0.446 -1.084

Here are the Mulliken charges for atoms 1 to 99, given in e: -0.160, 1.043, -0.460, -0.580, -0.440, -0.881, 0.033, -0.896, 1.499, 1.172, 0.260, 1.562, -1.300, 0.003, -1.484, 1.242, -0.452, 0.312, -1.418, -0.586, -1.697, -1.140, -1.034, -0.814, 3.943, 1.145, -0.264, -1.583, 0.185, -1.241, -0.552, -0.233, -0.673, -1.527, -0.240, -0.943, 0.320, -1.012, -0.877, -0.211, -1.458, 0.485, 0.975, -1.671, -1.080, 0.524, 0.874, -1.101, 0.527, -1.469, 0.224, -0.700, 0.151, 0.311, -0.495, 0.405, 0.472, -0.081, 0.146, 0.451, 0.262, -0.134, -0.413, 0.169, 0.359, -0.222, 0.362, 0.471, 0.319, 0.208, 0.426, 0.297, 0.372, 0.366, 0.414, 0.684, 0.310, -0.781, 0.351, -1.900, -0.483, 0.247, 0.487, 0.425, 0.485, 0.134, 0.287, 0.633, 0.379, 0.308, -0.371, -0.201, 0.582, 0.294, 0.422, 0.469, 0.244, 0.386, 0.354

Quick one: least stable of them? *2*